No. 1
The following is a quantum chemistry calculation of a structure of composition C27H35AlBeBr3Cl6F6N3O15PS2Si, from the OMol25 dataset.

Summary:
Highest occupied orbital energy, eV: -5.379
Spin multiplicity: 1
Charge: -1

Each line ends with the Mulliken charge.
Element x y z (Å)
C -2.421 -3.436 1.634  -1.237
Si -2.109 -1.569 1.290  0.366
C -0.544 -0.944 2.152  -0.779
C -3.575 -0.761 2.146  -0.978
C -1.879 -1.248 -0.598  1.299
C -2.433 -0.230 -1.428  -0.355
S -3.451 1.116 -0.684  1.266
O -2.784 1.696 0.445  -0.602
O -3.553 2.198 -1.619  -0.632
C -5.227 0.638 -0.359  0.723
F -5.692 0.977 0.854  -0.158
F -5.420 -0.679 -0.622  -0.142
F -6.016 1.274 -1.216  -0.229
N -2.328 -0.026 -2.733  -1.208
N -1.563 -0.942 -3.268  1.249
C -1.363 -0.901 -4.738  -0.066
C -1.871 0.533 -5.257  -0.097
C -0.935 1.708 -4.873  -0.529
O -1.076 1.139 -6.252  -0.412
C -0.924 -1.909 -2.663  0.773
C -0.020 -2.871 -3.472  -1.174
O -0.511 -4.034 -3.740  -0.287
O 1.093 -2.513 -3.780  -0.277
C -1.004 -2.154 -1.305  0.116
C -0.174 -3.296 -0.888  0.536
C 1.387 -2.883 -0.991  -0.969
O 2.124 -3.563 -1.630  -0.595
C 1.863 -1.671 -0.214  1.118
C 1.579 -0.356 -0.616  0.457
C 1.990 0.766 0.121  -1.838
C 2.704 0.532 1.296  1.125
C 3.011 -0.784 1.673  0.163
C 2.614 -1.900 0.953  -1.200
H -1.446 -3.840 1.976  0.358
H -2.778 -3.978 0.744  0.301
H -3.089 -3.563 2.503  0.445
H -0.813 -0.503 3.129  0.598
H -0.169 -0.094 1.551  0.005
H 0.242 -1.705 2.237  0.239
H -4.493 -0.998 1.589  0.015
H -3.686 -1.314 3.104  0.506
H -3.466 0.290 2.438  0.405
H -1.964 -1.650 -5.271  0.248
H -0.230 -0.890 -4.989  -0.299
H -2.962 0.726 -5.246  0.460
H -1.369 2.707 -4.937  0.323
H 0.093 1.500 -4.564  0.212
H -0.266 -3.650 0.148  0.284
H -0.484 -4.167 -1.650  -0.358
H 0.999 -0.249 -1.541  0.763
H 1.697 1.745 -0.256  0.305
H 3.006 1.401 1.888  -0.407
H 3.577 -0.917 2.604  0.334
H 2.851 -2.925 1.254  0.491
C 5.368 5.209 5.509  -1.469
C 4.503 5.184 4.257  0.271
C 3.479 4.061 4.225  -0.824
O 4.162 2.872 3.949  -0.313
C 4.541 2.034 5.036  -0.956
N 5.396 4.952 3.053  -0.188
H 6.091 4.394 5.530  0.387
H 5.934 6.142 5.563  0.420
H 4.751 5.144 6.403  0.348
H 4.021 6.153 4.127  0.408
H 2.803 4.239 3.383  0.334
H 2.858 4.005 5.121  0.466
H 3.881 2.118 5.900  0.444
H 5.576 2.233 5.339  0.263
H 4.496 1.022 4.643  0.153
H 6.252 5.503 3.070  0.372
H 4.906 5.135 2.173  0.390
H 5.647 3.942 3.020  0.123
O 5.505 2.327 1.274  -1.021
H 5.108 2.393 2.153  0.129
Be 2.721 0.429 4.133  0.332
Cl 0.135 -5.237 -2.980  -0.009
C 4.830 -1.305 -2.897  0.662
F 5.100 -1.688 -4.138  -0.226
F 3.847 -2.068 -2.486  -0.148
F 5.964 -1.588 -2.114  -0.125
S 4.531 0.480 -2.725  1.109
O 3.398 0.762 -3.539  -0.538
O 5.815 1.026 -3.206  -0.541
O 4.329 0.650 -1.313  -0.482
Al 7.245 -0.100 -1.914  0.260
C -7.669 -3.123 0.150  -0.115
Br -7.530 -3.330 -1.762  -0.014
Br -9.426 -3.589 0.796  -0.040
Br -6.281 -4.098 1.072  -0.032
H -7.518 -2.074 0.368  0.140
C -4.609 -5.704 -3.871  0.209
Cl -3.577 -4.541 -3.028  0.031
Cl -5.010 -7.036 -2.777  -0.110
Cl -6.098 -4.901 -4.389  -0.110
Cl -3.755 -6.335 -5.284  -0.109
Cl 1.278 -0.715 -5.893  -0.544
O -4.909 3.636 2.039  -0.399
P -5.945 4.640 1.548  0.852
O -7.341 4.051 1.733  -0.453
O -5.702 4.936 0.072  -0.399
O -5.846 5.936 2.347  -0.597



No. 2
The following is a quantum chemistry calculation of a structure of composition C27H35AsN4O6Rh, from the OMol25 dataset.

Summary:
Energy above the lowest of the compared OMol25 structures with the same formula, charge and spin, kcal/mol: 73.0
Highest occupied orbital energy (alpha / beta), eV: -9.955 / -11.190
Spin multiplicity: 5
Charge: +1

Each line ends with the Mulliken spin population.
Element x y z (Å)
O 0.820 -0.707 -5.357  1.022
H 0.073 -0.063 -5.300  -0.021
Rh -1.279 0.698 -1.820  0.156
N -1.263 2.272 -0.649  0.214
N 0.483 1.461 -2.421  0.065
N -2.439 -0.418 -0.601  0.489
N -0.815 -1.297 -2.416  0.489
O -2.096 2.476 0.307  0.328
O -2.928 0.037 0.567  0.160
O 0.345 -1.691 -2.911  0.184
O 1.376 0.809 -2.999  0.358
C 0.759 2.668 -1.808  0.045
C -0.183 3.083 -0.837  -0.024
C -2.525 -1.733 -0.830  0.137
C -1.594 -2.232 -1.821  0.263
C 0.014 4.261 0.040  0.011
H 0.677 3.972 0.863  -0.002
H -0.943 4.604 0.445  -0.003
H 0.494 5.066 -0.528  0.001
C 2.056 3.363 -2.038  0.015
H 2.565 2.984 -2.927  0.002
H 2.730 3.260 -1.174  0.008
H 1.883 4.437 -2.167  0.005
C -3.361 -2.616 0.041  0.002
C -1.382 -3.700 -2.025  0.023
H -4.195 -2.053 0.474  0.008
H -2.757 -3.001 0.876  0.008
H -3.773 -3.479 -0.504  0.000
H -0.848 -3.879 -2.966  0.008
H -2.344 -4.225 -2.064  0.001
H -0.799 -4.146 -1.203  0.019
H -2.661 1.041 0.531  0.007
H 0.512 -1.160 -3.802  -0.008
C -2.861 1.339 -2.652  -0.027
H -2.869 2.431 -2.820  0.001
H -3.769 1.107 -2.076  -0.010
H -2.766 0.853 -3.581  0.013
O -4.942 3.665 0.185  0.003
H -5.460 2.880 -0.085  0.000
H -4.016 3.378 0.311  -0.006
C 0.977 3.154 3.621  0.002
C 2.139 2.730 2.971  -0.002
C 2.079 1.699 2.025  0.001
C 0.849 1.087 1.757  0.011
C -0.323 1.545 2.366  0.009
C -0.256 2.572 3.310  -0.002
As 0.723 -0.320 0.387  -0.005
C 2.585 -0.917 0.396  0.022
C 3.349 -0.686 -0.753  0.025
C 4.690 -1.074 -0.753  0.006
C 5.250 -1.686 0.375  0.000
C 4.469 -1.914 1.510  -0.001
C 3.123 -1.534 1.527  0.000
C 0.034 -1.899 1.335  -0.004
C 0.371 -3.148 0.801  -0.003
C -0.164 -4.308 1.370  -0.003
C -1.004 -4.214 2.483  0.008
C -1.318 -2.964 3.023  -0.003
C -0.800 -1.798 2.450  0.004
H 1.031 3.939 4.379  0.000
H 3.104 3.186 3.203  0.000
H 2.978 1.349 1.515  0.000
H -1.277 1.070 2.143  -0.014
H -1.176 2.905 3.793  0.000
H 2.884 -0.219 -1.623  -0.001
H 5.295 -0.893 -1.639  0.000
H 6.300 -1.986 0.366  0.000
H 4.898 -2.390 2.391  0.000
H 2.501 -1.720 2.403  0.001
H 1.065 -3.201 -0.043  0.002
H 0.094 -5.281 0.946  0.001
H -1.405 -5.125 2.936  0.000
H -1.966 -2.885 3.898  0.000
H -1.018 -0.822 2.876  -0.001



No. 3
The following is a quantum chemistry calculation of a structure of composition C27H35BF4N4P2Zr, from the OMol25 dataset.

Summary:
Highest occupied orbital energy, eV: -12.109
Spin multiplicity: 1
Charge: +2

Each line ends with the Mulliken charge.
Element x y z (Å)
Zr 0.690 -0.520 4.243  1.222
C -1.095 1.174 4.527  -0.475
C -1.355 0.222 3.522  -0.876
C -1.031 0.545 2.082  -0.486
C 0.390 0.212 1.518  0.393
C 1.596 0.497 2.394  -0.958
C 1.664 1.555 3.314  -0.055
C 0.697 2.706 3.356  -0.892
C -0.556 2.561 4.281  -1.129
C 1.093 -2.695 4.590  -1.256
H -1.599 1.071 5.480  0.870
H -2.009 -0.637 3.726  0.740
H -1.245 1.610 1.908  -0.014
H -1.744 0.023 1.422  0.513
H 0.415 -0.832 1.149  0.221
H 0.509 0.794 0.587  0.382
H 2.517 -0.042 2.147  0.727
H 2.607 1.739 3.824  0.560
H 0.403 3.047 2.351  0.430
H 1.240 3.587 3.740  0.505
H -0.302 2.988 5.275  0.499
H -1.349 3.222 3.895  0.449
H 1.054 -2.852 5.690  0.405
H 2.124 -2.973 4.275  0.414
H 0.390 -3.408 4.137  0.412
P 1.425 -0.914 -1.773  -0.150
P -2.003 -0.411 -1.600  -0.122
N 2.801 0.120 -2.038  0.531
N 2.096 -2.242 -2.794  0.507
N -2.156 1.320 -1.806  0.361
N -3.616 -0.838 -2.354  0.286
C 0.400 -0.176 -3.122  -0.679
C -1.030 -0.732 -3.148  -1.409
C 3.749 0.374 -1.036  -0.380
C 4.779 1.116 -1.593  -0.655
C 4.476 1.314 -2.979  -0.838
C 3.263 0.689 -3.227  -0.065
C 2.276 -3.545 -2.335  -0.382
C 2.745 -4.330 -3.380  -0.653
C 2.842 -3.485 -4.541  -0.695
C 2.464 -2.210 -4.144  -0.056
C -1.831 2.252 -0.814  0.306
C -1.865 3.512 -1.362  -0.478
C -2.240 3.375 -2.737  -1.209
C -2.354 2.026 -3.003  -0.085
C -4.470 -0.271 -3.307  -0.085
C -5.531 -1.139 -3.555  -0.618
C -5.300 -2.317 -2.765  -0.538
C -4.114 -2.123 -2.072  -0.474
H 0.840 -0.362 -4.115  0.289
H 0.410 0.914 -2.961  0.648
H -1.558 -0.327 -4.026  0.595
H -1.029 -1.829 -3.249  0.603
H 3.572 0.022 -0.031  0.233
H 5.652 1.483 -1.066  0.419
H 5.069 1.851 -3.703  0.465
H 2.686 0.631 -4.140  0.401
H 2.045 -3.780 -1.305  0.338
H 2.986 -5.388 -3.338  0.411
H 3.132 -3.775 -5.540  0.448
H 2.425 -1.300 -4.717  0.197
H -1.602 1.928 0.182  -0.386
H -1.617 4.432 -0.862  0.425
H -2.398 4.174 -3.449  0.476
H -2.508 1.513 -3.934  0.512
H -4.285 0.697 -3.739  0.328
H -6.373 -0.960 -4.216  0.436
H -5.932 -3.201 -2.720  0.417
H -3.563 -2.780 -1.423  0.332
F 1.259 0.232 5.947  -0.546
B -0.223 0.213 7.580  0.593
F -0.522 1.504 7.358  -0.224
F -1.043 -0.723 7.020  -0.264
F 0.672 -0.130 8.497  -0.168



No. 4
The following is a quantum chemistry calculation of a cluster of 3 separate species, C27H35BN2O4 in total, from the OMol25 dataset.

Summary:
Energy above the lowest of the compared OMol25 structures with the same formula, charge and spin, kcal/mol: 41.9
Highest occupied orbital energy, eV: -5.421
Spin multiplicity: 1

Each line ends with the Mulliken charge.
Element x y z (Å)
C -4.982 1.684 -4.786  -1.273
C -3.904 0.909 -4.159  0.472
C -3.080 -0.139 -4.491  -1.103
C -2.202 -0.361 -3.358  -0.333
C -2.333 0.621 -2.450  0.169
B -3.498 0.785 -0.382  0.761
O -4.873 0.819 -0.322  -0.370
C -5.106 0.043 0.940  -0.629
C -3.687 -0.098 1.732  1.246
C -3.503 -0.554 3.198  -1.868
C -3.186 1.422 1.688  -0.966
O -2.775 1.728 0.329  -0.447
C -2.650 -0.848 0.810  -0.177
O -2.988 -0.575 -0.595  -0.482
O -3.457 1.318 -2.901  -0.363
H -5.163 1.415 -5.829  0.352
H -5.937 1.580 -4.246  0.237
H -4.766 2.749 -4.834  0.274
H -3.096 -0.672 -5.417  0.414
H -1.483 -1.168 -3.274  0.437
H -5.777 0.709 1.501  0.329
H -5.623 -0.876 0.557  0.314
H -2.699 0.014 3.707  0.317
H -4.359 -0.432 3.842  0.427
H -3.305 -1.624 3.344  0.389
H -3.922 2.226 1.955  0.308
H -2.364 1.659 2.415  0.276
H -1.674 -0.314 0.989  -0.419
H -2.466 -1.954 0.969  0.734
C 3.615 -5.581 0.804  -0.911
N 2.665 -4.676 1.443  0.092
C 1.957 -5.205 2.577  -1.023
C 2.246 -3.495 0.898  0.738
C 1.269 -2.731 1.598  -0.868
C 0.542 -1.740 0.950  -0.753
C 0.835 -1.264 -0.380  0.606
C 0.390 0.100 -0.906  0.549
C 1.449 1.054 -0.955  0.065
C 1.039 2.442 -1.012  -0.634
C 1.860 3.439 -0.474  -0.730
C 3.212 3.173 -0.044  1.309
N 4.065 4.079 0.549  0.104
C 5.334 3.568 1.071  -0.967
C 3.728 5.491 0.764  -1.008
C 3.666 1.826 -0.201  -0.671
C 2.852 0.833 -0.754  -0.784
C 1.824 -2.066 -1.056  -0.882
C 2.550 -3.086 -0.437  -0.149
H 3.268 -5.905 -0.196  0.352
H 4.628 -5.157 0.685  0.299
H 3.669 -6.464 1.455  0.268
H 2.076 -4.614 3.476  0.307
H 0.886 -5.246 2.378  0.428
H 2.297 -6.215 2.757  0.286
H 1.120 -2.949 2.675  0.295
H -0.296 -1.377 1.540  0.644
H -0.637 0.599 -0.865  -0.208
H 0.051 2.758 -1.360  0.505
H 1.419 4.409 -0.224  0.336
H 5.261 3.004 2.013  0.333
H 5.680 2.858 0.314  0.366
H 6.062 4.368 1.228  0.292
H 3.271 5.884 -0.145  0.389
H 3.038 5.764 1.581  0.315
H 4.653 6.064 0.890  0.305
H 4.571 1.492 0.327  0.217
H 3.294 -0.159 -0.859  0.374
H 2.020 -1.778 -2.115  0.446
H 3.431 -3.563 -0.926  0.344



For each record above, in turn, the calculated energy values are -411133.788; -110641.874; -65917.019; -40405.962 eV.